# 1
Here is a structure of composition C40H53FHgO42 from the Open Molecules 2025 dataset. Energies are from ωB97M-V with the def2-TZVPD basis set.

The geometry in XYZ format:
```
137
Properties=species:S:1:pos:R:3:forces:R:3
Hg 13.442 13.156 15.809 -0.1 -0.5 0.7
O 15.932 13.588 12.465 0.8 -0.9 -0.3
C 14.962 13.381 13.348 -3.0 4.1 0.2
O 15.046 12.488 14.172 1.2 -3.4 2.1
O 14.039 14.210 13.396 -0.7 0.8 -0.7
H 16.451 12.853 12.799 1.6 -0.1 -0.7
F 11.975 12.967 17.588 1.0 0.0 -0.8
C 7.583 11.439 16.351 2.1 -0.6 -0.9
C 8.739 11.912 17.207 2.1 1.4 -2.8
O 8.502 11.410 18.425 -1.0 -0.3 3.6
C 7.186 11.141 18.549 -1.4 -1.3 1.7
O 6.563 10.932 19.558 1.3 0.5 -1.4
O 6.657 10.995 17.318 -0.8 0.6 -0.9
H 8.008 10.639 15.745 -0.8 -0.6 0.0
H 7.334 12.230 15.644 -1.1 0.0 0.4
H 8.841 12.994 17.126 -0.3 0.4 0.8
H 9.747 11.581 16.956 -0.1 -0.2 -0.7
C 14.327 18.609 17.297 1.0 1.8 1.0
C 15.708 18.230 17.751 0.1 1.5 0.6
O 15.637 16.824 17.726 1.4 -1.0 0.8
C 14.661 16.470 16.923 -1.2 -4.5 -1.2
O 14.367 15.289 16.615 1.4 3.9 1.1
O 14.019 17.519 16.502 -2.1 -0.1 -1.7
H 14.413 19.546 16.745 -0.7 -0.2 -0.2
H 13.671 18.718 18.160 -0.5 -0.1 -0.3
H 15.903 18.609 18.755 0.2 -0.4 0.0
H 16.433 18.659 17.060 0.4 -0.6 0.0
C 16.197 8.011 15.919 -0.6 -2.1 -0.6
C 15.145 7.705 14.837 1.9 -0.3 -1.7
O 14.291 8.779 14.922 -2.4 0.7 -0.5
C 14.638 9.637 15.846 -3.7 3.4 2.6
O 13.866 10.572 16.224 3.6 -3.4 -1.4
O 15.742 9.235 16.466 1.0 0.5 0.4
H 17.219 7.946 15.545 0.0 1.0 0.1
H 16.103 7.165 16.600 0.1 0.6 0.8
H 14.690 6.715 14.889 -0.4 0.3 0.5
H 15.506 7.818 13.815 0.7 -0.6 0.0
C 16.449 9.354 11.106 -1.2 0.3 1.5
C 15.596 10.650 11.226 1.1 -1.9 2.1
O 15.870 11.204 9.993 -0.3 1.2 -1.7
C 16.194 10.240 9.078 0.3 0.3 -2.5
O 16.316 10.428 7.867 -0.5 -0.7 4.0
O 16.359 9.062 9.759 0.1 0.4 -2.5
H 16.004 8.519 11.648 0.3 0.0 0.2
H 17.492 9.535 11.367 0.0 -0.1 0.2
H 15.932 11.194 12.108 0.3 0.4 -0.6
H 14.549 10.477 11.473 -0.3 -0.2 -0.8
C 8.547 15.224 13.696 -0.8 0.6 0.5
C 9.340 14.777 12.475 -0.9 1.0 0.4
O 10.613 14.577 13.051 2.4 -1.6 -2.6
C 10.718 14.782 14.314 -0.3 -1.1 4.7
O 11.588 14.413 15.138 -3.0 2.5 -3.3
O 9.516 15.308 14.740 0.8 -0.2 0.4
H 7.750 14.539 13.987 0.3 -0.4 0.1
H 8.036 16.183 13.606 0.4 0.2 -0.2
H 9.409 15.556 11.716 0.1 -0.1 0.0
H 8.898 13.877 12.046 0.6 -0.2 0.0
C 12.666 12.500 9.329 1.9 1.0 -0.2
C 12.848 13.839 10.058 -0.4 -0.1 1.7
O 11.852 14.674 9.476 0.2 0.0 -0.9
C 11.070 13.911 8.705 -3.3 2.0 -0.9
O 10.073 14.318 8.137 1.6 -0.4 0.7
O 11.407 12.643 8.714 0.3 -1.5 0.0
H 12.773 11.590 9.921 -0.4 0.2 0.1
H 13.456 12.518 8.579 -0.2 -0.6 -0.4
H 13.829 14.306 9.978 -0.1 -0.2 -0.2
H 12.558 13.813 11.109 0.5 -0.3 0.3
C 14.148 13.462 20.522 -0.6 0.4 -1.0
C 15.237 13.013 21.409 1.6 0.2 -1.0
O 14.540 12.662 22.529 -1.1 -0.9 3.4
C 13.394 13.408 22.630 -2.1 -0.8 4.4
O 12.602 13.469 23.600 3.4 -0.5 -3.5
O 13.263 14.027 21.510 -1.2 1.7 -2.1
H 13.622 12.645 20.029 0.0 0.1 -0.3
H 14.435 14.260 19.837 -0.2 -0.3 -0.1
H 15.884 13.875 21.570 0.3 0.0 0.4
H 15.846 12.156 21.122 -0.2 0.1 -0.4
C 10.913 11.633 20.483 2.6 0.2 -3.0
C 11.728 10.366 20.818 -0.8 0.6 -1.0
O 10.663 9.593 21.377 1.2 -0.8 0.8
C 9.646 10.397 21.711 -4.4 -3.2 1.6
O 8.582 9.982 22.173 2.9 0.9 -0.7
O 9.869 11.614 21.361 -0.5 2.6 0.5
H 10.575 11.582 19.448 -0.5 -0.3 0.0
H 11.498 12.548 20.396 -0.2 0.2 1.1
H 12.610 10.612 21.408 -0.3 -0.6 0.8
H 12.044 9.778 19.956 0.2 0.4 -0.1
C 11.053 16.129 18.016 0.2 -2.0 -1.9
C 10.729 15.212 19.191 1.7 0.2 -0.7
O 9.853 15.994 19.924 -2.4 1.3 1.0
C 9.813 17.263 19.464 0.6 2.2 1.3
O 9.343 18.258 19.978 -0.1 -2.2 -0.5
O 10.609 17.378 18.388 -0.1 1.2 0.2
H 10.496 15.835 17.126 0.0 -0.2 -0.1
H 12.096 16.118 17.699 0.0 0.2 0.4
H 11.617 15.148 19.820 0.1 -0.8 0.0
H 10.315 14.254 18.877 0.1 0.1 0.3
C 9.489 10.200 12.742 -1.8 -0.6 -1.5
C 10.627 10.429 11.724 -1.8 -0.9 0.6
O 11.586 10.979 12.564 1.7 0.5 1.1
C 11.113 11.253 13.804 2.8 2.7 2.8
O 11.841 11.815 14.688 -4.3 -3.4 -4.2
O 9.790 10.949 13.897 2.0 0.6 0.3
H 9.326 9.156 13.010 0.3 0.0 0.1
H 8.558 10.553 12.299 -0.2 0.1 0.3
H 10.359 11.105 10.912 0.1 0.1 0.1
H 10.877 9.447 11.322 0.6 0.2 -0.1
C 12.390 17.185 12.207 3.0 -0.2 -1.7
C 13.654 18.051 12.144 0.5 0.3 -0.9
O 13.241 19.356 12.476 -1.1 1.3 0.8
C 12.060 19.289 13.137 -0.9 0.5 0.8
O 11.552 20.145 13.852 1.4 -2.7 -2.3
O 11.508 18.026 12.832 -1.6 1.3 2.2
H 12.856 16.298 12.636 -1.4 -0.5 1.3
H 12.068 16.868 11.215 -0.5 0.4 -0.1
H 14.058 18.097 11.133 0.4 -0.2 0.3
H 14.380 17.804 12.919 0.2 -0.5 -0.4
C 18.835 13.901 18.006 1.9 -0.1 -0.7
C 18.100 14.276 19.245 0.2 -0.2 0.2
O 16.769 13.928 18.905 -1.0 1.7 2.2
C 16.675 13.351 17.751 0.3 -2.7 -1.5
O 15.701 12.822 17.303 0.0 0.6 0.0
O 17.914 13.164 17.218 0.0 0.6 -0.1
H 19.688 13.297 18.314 -0.1 -0.4 -0.5
H 19.271 14.736 17.457 -0.4 0.1 -0.2
H 18.216 15.330 19.498 -0.4 -0.2 0.2
H 18.455 13.607 20.029 -0.4 0.4 0.5
C 11.856 8.063 17.441 1.2 0.0 0.3
C 10.812 9.163 17.622 1.6 0.0 1.1
O 9.906 8.880 16.561 0.1 0.5 0.2
C 10.090 7.611 16.152 1.1 -0.7 0.9
O 9.418 7.019 15.393 -1.0 -0.2 -1.1
O 11.187 7.028 16.743 -0.8 0.7 0.0
H 12.385 7.699 18.322 -0.8 -0.2 0.5
H 12.709 8.373 16.839 -0.4 0.5 -0.5
H 11.353 10.109 17.638 -0.3 0.5 -1.3
H 10.351 9.244 18.607 -0.7 -1.0 -0.1
```
Forces are in eV/Å.

- calculated total energy (Eh) = -4969.32333
- lowest unoccupied orbital energy (eV) = -4.786
- relative energy (zero: lowest compared OMol25 entry of this formula, charge and spin) (kcal per mole) = 142.82
- Kohn-Sham gap (eV) = 5.00
- highest occupied orbital energy (eV) = -9.785
- F_max (eV/A) = 6.84

=====

# 2
Here is a structure of composition C40H54As2BiGeN9O2Se from the Open Molecules 2025 dataset. Energies are from ωB97M-V with the def2-TZVPD basis set.

The geometry in XYZ format:
```
110
Properties=species:S:1:pos:R:3:forces:R:3
Bi -1.699 0.276 -0.987 0.0 -0.7 -0.3
C 3.109 0.397 -3.264 -0.3 0.4 0.1
As 1.505 1.386 -2.611 0.3 0.4 -0.7
C 2.221 3.179 -3.132 0.1 0.1 0.4
C 0.398 1.207 -4.235 -0.3 -0.1 -0.1
C 0.771 0.406 -5.321 -0.5 0.3 0.1
C -0.066 0.315 -6.442 0.1 -0.1 0.3
C -1.286 1.002 -6.470 0.1 0.2 0.3
C -1.664 1.798 -5.383 0.5 -0.2 0.0
C -0.830 1.888 -4.265 0.1 0.0 -0.1
As -1.348 3.019 -2.738 -0.5 0.7 -0.9
C -1.406 4.731 -3.785 0.0 -0.3 0.2
C -3.316 2.683 -2.852 0.5 0.4 0.6
H 2.911 -0.677 -3.177 0.2 0.2 -0.1
H 3.929 0.699 -2.598 -0.1 -0.2 -0.3
H 3.336 0.689 -4.300 0.1 -0.2 0.4
H 2.595 3.162 -4.163 -0.1 0.0 0.3
H 3.035 3.418 -2.423 -0.2 0.0 -0.4
H 1.453 3.963 -3.026 0.2 -0.4 -0.1
H 1.713 -0.130 -5.235 -0.3 0.0 -0.5
H 0.245 -0.311 -7.282 -0.2 0.2 0.2
H -1.942 0.938 -7.332 0.1 -0.1 0.0
H -2.590 2.375 -5.381 0.1 -0.3 -0.2
H -1.895 4.553 -4.750 0.1 0.1 0.2
H -0.373 5.055 -3.952 -0.2 0.1 0.0
H -1.961 5.483 -3.204 0.2 -0.2 -0.2
H -3.725 3.381 -3.588 -0.1 -0.2 0.1
H -3.710 2.891 -1.843 -0.1 -0.1 -0.5
H -3.530 1.640 -3.088 -0.1 0.1 -0.1
C 3.125 1.158 3.700 -0.5 -0.1 -1.0
N 2.848 0.797 2.297 0.1 -0.2 -1.4
C 1.707 0.368 1.672 1.1 0.2 -0.7
N 1.962 0.068 0.383 0.7 0.1 1.6
C 3.316 0.295 0.286 -0.1 0.4 1.5
N 3.911 0.746 1.405 -2.0 -0.5 -0.3
C 3.713 -0.033 4.406 0.0 0.2 0.4
C 4.991 0.068 4.963 -0.2 -0.3 0.2
C 5.510 -1.010 5.684 0.3 -0.3 0.1
C 4.806 -2.206 5.804 0.2 0.6 0.0
C 3.551 -2.285 5.195 0.3 0.6 0.0
C 2.977 -1.216 4.518 0.4 0.5 0.2
C 2.821 -3.502 5.263 -2.4 -3.2 -0.5
N 3.139 -4.637 5.830 -1.5 0.6 -0.9
N 2.082 -5.564 5.553 -0.1 1.6 -0.7
C 1.200 -4.938 4.815 3.2 1.7 1.2
O 1.577 -3.588 4.553 1.4 -1.9 1.6
C -0.018 -5.426 4.265 -0.5 -0.1 -0.4
C -0.382 -6.757 4.469 -0.5 0.2 -0.2
C -1.583 -7.193 3.915 0.1 -0.4 0.3
C -2.393 -6.334 3.187 0.3 0.5 -0.1
C -2.005 -4.993 2.994 0.0 -0.5 0.4
C -2.966 -4.124 2.217 0.4 0.8 -0.5
N -2.390 -2.808 1.897 -0.6 1.3 1.5
C -1.741 -2.377 0.826 0.3 1.1 1.1
N -1.438 -1.071 0.998 -0.2 -0.8 0.6
C -2.002 -0.725 2.226 0.7 -1.1 -0.9
N -2.556 -1.741 2.837 0.2 -1.1 -1.4
C -0.794 -4.531 3.533 -1.3 -0.2 -0.4
H 2.160 1.496 4.127 0.6 -0.2 0.0
H 3.843 1.984 3.662 -0.3 -0.1 0.1
H 0.722 0.304 2.155 0.7 0.1 -0.3
H 3.917 0.102 -0.598 -0.3 0.1 0.2
H 5.581 0.988 4.871 -0.4 -0.4 0.0
H 6.498 -0.924 6.145 -0.3 0.0 -0.2
H 5.204 -3.054 6.371 -0.2 0.4 -0.4
H 1.960 -1.330 4.123 0.6 0.2 0.0
H 0.251 -7.407 5.074 -0.2 0.2 -0.3
H -1.887 -8.229 4.074 0.0 0.3 -0.1
H -3.334 -6.690 2.754 0.3 0.1 0.2
H -3.918 -3.925 2.739 0.5 -0.2 -0.1
H -3.192 -4.594 1.252 -0.1 0.1 0.2
H -1.477 -3.027 -0.012 -0.2 0.5 0.3
H -1.938 0.280 2.663 -0.2 -0.6 -0.4
H -0.512 -3.478 3.432 0.0 -0.5 0.0
O -1.191 2.919 0.415 1.6 1.9 2.5
C -0.584 3.576 1.292 -1.0 -0.9 -0.9
C 0.938 3.712 1.348 -0.4 -1.2 -0.1
C 1.259 4.888 0.441 -0.1 1.1 -0.4
C 0.432 6.176 0.740 0.1 0.2 0.1
C -1.082 6.117 0.393 0.1 0.7 -0.2
C -1.945 5.519 1.509 -0.8 -0.1 0.1
N -1.252 4.426 2.191 0.7 -0.3 0.3
H 1.335 2.771 0.953 0.2 0.3 -0.1
H 1.309 3.835 2.381 -0.2 0.2 -0.3
H 1.046 4.608 -0.600 0.0 -0.1 0.2
H 2.324 5.167 0.453 -0.2 -0.3 0.2
H 0.893 7.007 0.183 -0.2 -0.3 0.0
H 0.555 6.472 1.801 -0.1 -0.2 -0.3
H -1.242 5.595 -0.559 0.2 -0.2 0.2
H -1.437 7.141 0.192 0.1 -0.2 0.2
H -2.879 5.085 1.130 0.1 0.5 -0.1
H -2.200 6.279 2.272 0.1 -0.4 -0.4
H -0.655 4.780 2.949 -0.2 -0.3 -0.8
Se -4.072 -0.461 -0.771 -0.4 0.2 0.0
C -1.051 -3.513 -4.638 0.1 0.1 0.1
Ge -2.141 -2.606 -3.260 0.1 -0.1 -0.1
C -2.975 -3.972 -2.093 -0.2 0.2 -0.1
C -3.512 -1.554 -4.188 0.0 0.1 0.2
C -0.896 -1.479 -2.253 0.4 0.0 0.2
H -1.692 -4.180 -5.227 0.2 0.1 0.0
H -0.248 -4.097 -4.164 -0.2 0.1 -0.2
H -0.600 -2.756 -5.301 -0.2 -0.3 0.2
H -3.597 -4.656 -2.700 0.3 0.3 0.4
H -3.610 -3.405 -1.391 0.1 -0.4 -0.2
H -2.209 -4.546 -1.548 -0.3 0.1 -0.2
H -3.994 -2.171 -4.954 0.0 0.1 0.1
H -3.068 -0.671 -4.673 0.0 -0.3 0.1
H -4.230 -1.210 -3.426 0.1 -0.2 -0.5
H -0.205 -1.062 -3.004 -0.2 0.1 0.2
H -0.249 -2.081 -1.589 -0.2 0.1 -0.2
```
Forces are in eV/Å.

- calculated total energy (Eh) = -11364.33262
- lowest unoccupied orbital energy (eV) = -0.387
- relative energy (zero: lowest compared OMol25 entry of this formula, charge and spin) (kcal per mole) = 23.43
- Kohn-Sham gap (eV) = 6.10
- highest occupied orbital energy (eV) = -6.485
- F_max (eV/A) = 4.01